(1)
A 19-piece molecular cluster, C29H33BrCl54NO overall at a distorted geometry. Source: the OMol25 dataset; level of theory: ωB97M-V/def2-TZVPD.

Each line ends with the Mulliken charge.
Atoms and positions in Å:
O (4.58031, 4.69858, 1.52419)  -0.593
C (4.21961, 3.35037, 1.12560)  0.217
C (5.42996, 2.40765, 0.75821)  -0.435
C (5.21333, 0.89524, 0.33999)  -0.378
C (3.73565, 0.40464, 0.30034)  -0.943
C (2.53128, 1.34700, 0.67348)  0.135
C (2.72461, 2.84221, 1.09586)  0.136
C (1.53527, 3.81559, 1.51122)  0.381
N (0.81635, 4.42155, 0.36046)  -0.196
C (-0.19598, 3.50969, -0.24560)  -0.751
C (-1.40888, 3.09355, 0.73677)  0.536
C (-1.56163, 1.47782, 0.77198)  2.025
C (-1.38363, 0.85533, 2.26729)  -0.157
Br (-0.29943, -0.85772, 2.19318)  -0.452
H (4.48913, 5.24069, 0.69803)  0.311
H (6.51044, 2.78960, 0.81114)  0.297
H (6.12067, 0.23242, 0.10708)  0.319
H (3.47849, -0.67872, 0.03717)  0.557
H (1.45042, 0.97135, 0.65660)  0.177
H (2.02145, 4.69549, 2.09210)  0.500
H (0.87609, 3.26845, 2.27106)  -0.690
H (0.43147, 5.33989, 0.61452)  0.289
H (-0.68724, 4.10034, -1.11415)  0.116
H (0.30172, 2.59927, -0.76343)  0.162
H (-2.42526, 3.52974, 0.42392)  0.115
H (-1.23144, 3.45487, 1.82328)  -0.173
H (-0.81970, 0.94157, 0.08068)  -0.807
H (-2.62299, 1.18366, 0.43446)  -0.912
H (-0.75897, 1.56951, 2.92650)  -0.411
C (2.25852, -0.62520, -3.48005)  0.398
Cl (2.49600, -2.34834, -3.79853)  -0.045
Cl (3.30046, -0.09776, -2.14961)  -0.033
Cl (2.56928, 0.32236, -4.94758)  -0.142
H (1.22381, -0.47290, -3.18447)  -0.197
C (-0.67846, 2.42772, 6.51870)  0.193
Cl (-2.09329, 1.41508, 6.19465)  -0.169
Cl (0.42417, 1.60551, 7.64005)  -0.131
Cl (0.15839, 2.83571, 5.01266)  0.179
H (-1.01641, 3.34786, 6.98245)  -0.033
C (-0.48777, 2.65945, -6.46236)  0.007
Cl (-0.91297, 1.18147, -5.58507)  -0.060
Cl (-1.91513, 3.68215, -6.68564)  -0.144
Cl (0.78488, 3.55045, -5.61468)  -0.094
H (-0.11203, 2.37602, -7.44394)  0.303
C (-0.16383, 7.43817, -2.72977)  -0.106
Cl (0.50413, 6.31960, -3.92961)  -0.078
Cl (-1.67782, 6.81138, -2.06170)  -0.101
Cl (1.00818, 7.74229, -1.43961)  -0.116
H (-0.37682, 8.38300, -3.22646)  0.380
C (1.02929, -4.29261, -6.81886)  0.167
Cl (0.71229, -4.95600, -8.42907)  -0.143
Cl (2.70069, -4.61704, -6.33148)  -0.096
Cl (0.69519, -2.55504, -6.78603)  -0.065
H (0.36583, -4.78164, -6.11254)  0.130
C (-5.48239, 0.90617, -1.03959)  0.473
Cl (-5.02898, -0.13066, 0.31950)  -0.133
Cl (-7.18888, 1.37131, -0.92542)  -0.181
Cl (-4.44993, 2.34119, -1.09823)  -0.077
H (-5.34168, 0.34436, -1.96203)  -0.163
C (1.15670, -8.18965, -5.74808)  0.109
Cl (0.68597, -6.69966, -4.91862)  -0.089
Cl (0.82325, -8.06910, -7.48382)  -0.127
Cl (2.86844, -8.54313, -5.46981)  -0.065
H (0.56685, -9.00812, -5.34088)  0.129
C (2.04011, -11.63107, -7.67697)  0.922
Cl (2.31776, -11.50970, -9.41991)  -0.141
Cl (0.67008, -12.70269, -7.33868)  -0.137
Cl (3.49815, -12.20505, -6.85475)  -0.086
H (1.80119, -10.63839, -7.29871)  -0.553
C (1.12878, -10.97333, -2.89036)  -0.113
Cl (0.15718, -9.53753, -2.53450)  -0.095
Cl (1.03185, -11.37966, -4.61135)  -0.023
Cl (2.81118, -10.72191, -2.40400)  -0.104
H (0.72819, -11.80862, -2.31872)  0.375
C (0.06809, -2.91126, -0.76756)  -0.076
Cl (-0.28640, -1.33253, -1.48083)  -0.043
Cl (-0.66508, -4.20588, -1.72966)  -0.132
Cl (1.81615, -3.16050, -0.62085)  -0.124
H (-0.36619, -2.93785, 0.23140)  0.254
C (-7.94782, 0.20838, -4.32240)  0.169
Cl (-8.29974, 1.78312, -5.04793)  -0.120
Cl (-8.62453, -1.09607, -5.30887)  -0.139
Cl (-6.20320, -0.00658, -4.11943)  -0.106
H (-8.41369, 0.17203, -3.33908)  0.198
C (-0.32643, 6.40937, 8.84332)  -0.026
Cl (-0.02405, 4.70910, 8.45807)  -0.012
Cl (0.71907, 6.94255, 10.16841)  -0.136
Cl (-0.08394, 7.42277, 7.41329)  -0.127
H (-1.36240, 6.50957, 9.16269)  0.308
C (-1.21593, -2.09809, 7.90561)  0.033
Cl (-0.96771, -1.93851, 6.16398)  0.003
Cl (-2.51921, -3.24814, 8.24698)  -0.153
Cl (0.28229, -2.60162, 8.70464)  -0.074
H (-1.50493, -1.12537, 8.30110)  0.179
C (3.95127, 4.63163, 5.99474)  -0.136
Cl (4.23888, 4.79119, 4.25548)  -0.040
Cl (2.62476, 3.50367, 6.31430)  -0.020
Cl (5.42705, 4.09720, 6.81721)  -0.157
H (3.67464, 5.60834, 6.38850)  0.285
C (4.26942, -4.04131, 8.99117)  0.092
Cl (4.83294, -5.69446, 9.27860)  -0.126
Cl (2.92994, -3.64339, 10.07636)  -0.118
Cl (5.59652, -2.88839, 9.19226)  -0.120
H (3.91035, -3.97507, 7.96543)  0.273
C (1.55184, -2.76130, -11.75428)  0.266
Cl (1.23117, -3.42548, -13.36346)  -0.135
Cl (3.22312, -3.08111, -11.27098)  -0.115
Cl (1.21587, -1.02427, -11.72050)  -0.127
H (0.88983, -3.25219, -11.04265)  0.101
C (-3.72556, 4.67626, 4.05876)  0.117
Cl (-3.38976, 2.97634, 3.70642)  0.034
Cl (-2.68973, 5.25657, 5.37471)  -0.081
Cl (-3.50299, 5.67099, 2.61007)  -0.134
H (-4.76296, 4.76211, 4.37693)  -0.058
C (-6.90245, 3.95810, 6.89512)  -0.025
Cl (-7.44918, 5.40181, 7.76166)  -0.138
Cl (-7.28309, 4.08662, 5.17142)  -0.123
Cl (-5.16719, 3.70948, 7.13273)  0.003
H (-7.43058, 3.09603, 7.29872)  0.310

Computed properties:
**Kohn-Sham gap**: 4.1 eV
**LUMO**: 0.0482 Ha
**Charge**: -1


(2)
C29H33CdCl5N6OS as an isolated structure. Source: the OMol25 dataset; level of theory: ωB97M-V/def2-TZVPD.

Each line ends with the Mulliken charge.
Atoms and positions in Å:
Cd (0.15892, 1.56350, -1.66154)  1.443
Cl (2.89326, -0.31924, -2.92753)  -0.160
C (3.26845, 1.30173, -2.45345)  1.870
C (2.22337, 2.17273, -2.16405)  -2.330
C (2.59431, 3.47866, -1.84159)  0.958
Cl (1.34610, 4.64182, -1.56184)  -0.154
C (3.92276, 3.88867, -1.75813)  -0.213
Cl (4.31980, 5.50765, -1.32512)  -0.181
C (4.93877, 2.97463, -2.02393)  0.493
Cl (6.58512, 3.45963, -1.92639)  -0.199
C (4.61017, 1.67496, -2.39748)  -0.349
Cl (5.86180, 0.56003, -2.79492)  -0.189
C (-0.58581, -1.09699, -3.98777)  -0.815
C (-1.76812, -0.88075, -3.09092)  0.481
C (-2.78517, -1.84892, -2.96762)  -0.490
C (-3.88069, -1.57172, -2.20202)  -0.859
C (-4.01104, -0.31344, -1.57697)  1.113
C (-5.14408, 0.03830, -0.81570)  -0.808
C (-5.22027, 1.28961, -0.26290)  -0.660
C (-4.18422, 2.21499, -0.43971)  -0.534
C (-3.03679, 1.91238, -1.15821)  0.972
S (-1.81006, 3.10937, -1.38445)  -0.541
C (-2.93841, 0.60490, -1.74110)  -0.790
N (-1.83861, 0.27854, -2.46715)  -0.716
H (-0.75830, -0.56061, -4.92350)  0.333
H (-0.42976, -2.14885, -4.22388)  0.404
H (0.31495, -0.69062, -3.53018)  -0.081
H (-2.68806, -2.79766, -3.47866)  0.465
H (-4.67174, -2.30140, -2.07054)  0.417
H (-5.94098, -0.68537, -0.69334)  0.367
H (-6.09107, 1.57575, 0.31455)  0.402
H (-4.25972, 3.20735, -0.01454)  0.406
C (-2.74666, 0.14860, 2.82493)  -0.722
C (-2.16152, -0.73000, 1.73790)  -0.502
N (-1.15841, 0.04033, 1.03809)  1.738
C (-0.46423, 1.08738, 1.57034)  -0.223
N (0.31064, 1.78767, 0.79596)  0.581
C (0.97952, 2.95664, 1.34113)  -1.102
C (1.26003, 2.87309, 2.83440)  -0.737
C (-0.00226, 2.45131, 3.55901)  -0.794
N (-0.58878, 1.28396, 2.92343)  0.333
C (-1.59010, 0.57184, 3.70892)  -0.848
H (-3.51252, -0.37454, 3.39667)  0.422
H (-3.18786, 1.03325, 2.36014)  0.245
H (-2.93219, -1.02438, 1.02706)  0.283
H (-1.73635, -1.64026, 2.18567)  0.181
H (-0.84815, -0.27583, 0.13553)  -1.268
H (0.35499, 3.83436, 1.14308)  0.276
H (1.91825, 3.09216, 0.79995)  0.197
H (1.58929, 3.84609, 3.20123)  0.424
H (2.05832, 2.15598, 3.03194)  0.214
H (-0.72415, 3.27765, 3.58568)  0.319
H (0.23517, 2.17185, 4.58807)  0.518
H (-1.93073, 1.23399, 4.50677)  0.536
H (-1.13732, -0.31194, 4.17693)  0.193
C (2.80961, -0.59315, 0.97743)  -0.903
N (1.86015, -1.69357, 1.02127)  0.625
C (2.08237, -2.73138, 2.01314)  -0.849
C (2.55731, -3.99328, 1.31132)  -0.566
C (1.42505, -4.43318, 0.40481)  -0.792
N (0.87658, -3.31302, -0.34661)  0.369
C (0.08053, -3.68015, -1.50115)  -1.074
C (1.16433, -1.99533, -0.12290)  0.282
O (0.77696, -1.12405, -0.90935)  -0.963
H (2.43001, 0.17610, 0.31419)  0.046
H (3.79347, -0.92453, 0.62142)  0.310
H (2.92133, -0.17529, 1.97581)  0.281
H (1.14155, -2.93166, 2.53843)  0.282
H (2.80567, -2.37109, 2.74191)  0.426
H (2.81352, -4.79007, 2.00928)  0.369
H (3.44254, -3.75398, 0.71770)  0.307
H (0.62732, -4.89096, 1.00250)  0.334
H (1.77151, -5.18927, -0.30494)  0.362
H (-0.82895, -4.20130, -1.18875)  0.397
H (0.65415, -4.34136, -2.15498)  0.447
H (-0.18487, -2.77828, -2.04281)  -0.007

Computed properties:
**Kohn-Sham gap**: 7.0 eV
**LUMO**: 0.0060 Ha


(3)
C29H33FN3O4SeTi as an isolated structure at a distorted geometry. Source: the OMol25 dataset; level of theory: ωB97M-V/def2-TZVPD.

Each line ends with the Mulliken charge.
Atoms and positions in Å:
Ti (-1.42557, -0.21384, 0.51006)  -0.271
O (-0.10838, 0.07070, 4.46022)  -0.457
C (-0.39737, -0.28617, 3.22436)  -0.022
O (-0.41060, 0.44501, 2.27288)  -0.029
C (-0.81082, -1.68635, 3.06982)  -0.144
C (-0.66851, -2.69357, 3.97826)  -0.603
C (-1.06045, -3.98357, 3.55002)  -0.940
C (-1.47025, -4.24651, 2.23971)  -1.066
C (-1.59278, -3.10078, 1.43455)  0.584
N (-1.30463, -1.90386, 1.83104)  1.380
C (-1.96307, -3.04284, -0.04089)  0.418
O (-2.59679, -4.01002, -0.68354)  -0.442
O (-1.62979, -2.06267, -0.67497)  -0.364
H (0.05203, 1.03247, 4.50966)  0.412
H (-0.23341, -2.46927, 4.92535)  0.652
H (-0.94219, -4.77953, 4.23936)  0.531
H (-1.69319, -5.22205, 1.87333)  0.585
H (-3.04349, -4.66185, -0.13025)  0.386
C (-0.35220, 3.81628, 1.22924)  -1.319
C (1.09467, 3.43327, 0.89015)  0.487
C (1.65090, 4.12396, -0.35188)  -0.814
C (1.05632, 3.67422, -1.68380)  -1.117
N (1.49551, 2.32969, -2.06140)  0.374
C (0.80522, 1.19871, -2.03649)  0.204
Se (-0.99910, 1.16268, -1.63869)  -0.205
N (1.61354, 0.14766, -2.34874)  0.373
C (1.22890, -1.25670, -2.43846)  -1.192
C (1.65434, -2.05647, -1.19923)  -0.794
C (1.44180, -1.25138, 0.09192)  1.883
C (2.69966, -0.48335, 0.52288)  -1.499
C (2.92223, 0.68118, -2.55654)  0.418
C (4.14297, 0.07820, -2.88628)  -0.749
C (5.20383, 0.91178, -3.06392)  -0.747
C (5.13476, 2.28347, -2.93417)  -0.766
C (3.95795, 2.88941, -2.60137)  -0.819
C (2.83697, 2.06801, -2.40738)  0.820
H (-0.71276, 3.32014, 2.11171)  0.266
H (-1.03699, 3.52984, 0.43187)  0.205
H (-0.47162, 4.87024, 1.44425)  0.500
H (1.16202, 2.33422, 0.77066)  -0.670
H (1.72356, 3.65364, 1.73594)  0.544
H (2.76172, 4.08857, -0.39157)  0.452
H (1.44115, 5.19301, -0.31511)  0.476
H (1.41383, 4.38426, -2.42046)  0.418
H (-0.02508, 3.63292, -1.64857)  0.433
H (1.69556, -1.65199, -3.35209)  0.493
H (0.12584, -1.27570, -2.56304)  0.403
H (2.70513, -2.31486, -1.26399)  0.476
H (1.11168, -3.00795, -1.17756)  0.429
H (1.15784, -1.87751, 0.89978)  0.633
H (0.61080, -0.57081, -0.07882)  -1.322
H (3.39526, -1.23444, 0.91667)  0.531
H (2.52874, 0.20231, 1.33985)  0.291
H (3.15431, 0.04982, -0.30113)  0.164
H (4.25926, -0.99445, -2.99435)  0.428
H (6.15135, 0.48319, -3.33190)  0.423
H (6.02154, 2.92639, -3.06250)  0.404
H (3.84196, 3.97533, -2.53516)  0.405
F (-5.80608, -2.96133, -1.43191)  -0.355
C (-5.11988, -2.06326, -0.76139)  0.478
C (-4.96164, -2.23533, 0.61816)  -0.761
C (-4.27303, -1.29412, 1.31228)  -0.671
C (-3.73895, -0.11378, 0.64952)  0.146
C (-2.89642, 0.83862, 1.35723)  -0.749
C (-3.95181, -0.00833, -0.72722)  -0.146
C (-4.60160, -1.01427, -1.45783)  -1.086
H (-5.42482, -3.05228, 1.14711)  0.569
H (-4.14797, -1.42830, 2.38674)  0.461
H (-3.06756, 0.86899, 2.42417)  0.511
H (-2.92880, 1.83446, 0.93061)  0.468
H (-3.58436, 0.86661, -1.24948)  1.063
H (-4.80116, -0.88973, -2.52727)  0.540

Computed properties:
**Kohn-Sham gap (spin up / spin down)**: 6.4 / 6.5 eV
**LUMO (spin up / spin down)**: -0.2611 / -0.2645 Ha
**Spin multiplicity**: 2
**Charge**: +2


Number 1: E_tot -780391.616 eV, molar mass 2406.0 g/mol. Number 2: E_tot -119611.578 eV, molar mass 803.4 g/mol. Number 3: E_tot -134436.991 eV, molar mass 633.4 g/mol.